Entry from the OMol25 dataset: a cluster of 2 separate species, C4H11PS in total at a distorted geometry (ωB97M-V/def2-TZVPD).

Values from the calculation:
Frontier orbital gap (spin up / spin down): 7.6 / 7.0 eV
Energy above the lowest of the compared OMol25 structures with the same formula, charge and spin: 433.5 kJ/mol
E_LUMO (spin up / spin down): 0.4 / -0.2 eV
Maximum force: 0.0780 hartree/bohr
E_HOMO (spin up / spin down): -0.2634 / -0.2661 hartree
Calculated total energy: -898.3694 hartree

Geometry as ORCA input:
```
! wB97M-V def2-TZVPD RIJCOSX def2/J DEFGRID3
* xyz 0 1
C -1.723 -0.823 -1.348
C -0.355 -1.214 1.051
C -1.588 1.334 0.629
C 2.350 0.905 -0.296
P -0.656 -0.067 -0.303
S 3.561 -0.398 -0.256
H -1.822 -0.426 -2.367
H -1.726 -1.980 -1.490
H 0.611 -1.721 0.923
H -0.392 -0.712 2.059
H -1.234 -2.073 1.141
H -2.435 1.793 0.120
H -1.992 0.998 1.554
H -0.813 2.107 0.741
H 2.051 1.324 0.718
H 2.323 1.400 -1.265
H 3.842 -0.446 -1.610
*
```